DFT (ωB97M-V/def2-TZVPD) results for a cluster of 14 separate species, C44H124N8O20 in total in a non-equilibrium geometry.

Positions of all 196 atoms, in Å:
C -4.150 2.325 -0.207
C -4.955 3.483 0.378
C -4.660 4.802 -0.300
O -3.299 5.126 -0.117
C -3.028 6.455 -0.526
N -6.395 3.103 0.248
H -3.091 2.588 -0.220
H -4.505 2.170 -1.228
H -4.249 1.420 0.391
H -4.716 3.582 1.446
H -5.248 5.597 0.196
H -5.040 4.811 -1.335
H -1.964 6.647 -0.402
H -3.520 7.140 0.180
H -3.373 6.620 -1.549
H -6.916 3.618 0.960
H -6.463 2.152 0.603
C 5.455 -6.071 3.074
C 4.254 -5.193 2.788
C 3.712 -5.417 1.405
O 2.743 -4.464 1.003
C 2.185 -4.537 -0.259
N 3.258 -5.493 3.844
H 5.381 -7.061 2.619
H 5.596 -6.227 4.143
H 6.400 -5.634 2.733
H 4.511 -4.132 2.920
H 3.201 -6.395 1.367
H 4.505 -5.473 0.643
H 1.376 -3.804 -0.301
H 1.669 -5.487 -0.459
H 2.897 -4.297 -1.058
H 2.443 -4.897 3.720
H 3.571 -5.170 4.757
C 1.119 -2.564 3.457
C -0.309 -2.287 3.899
C -1.129 -1.911 2.679
O -2.372 -1.385 3.051
C -3.121 -0.988 1.956
N -0.982 -3.443 4.509
H 1.108 -2.918 2.425
H 1.617 -3.249 4.134
H 1.665 -1.619 3.444
H -0.377 -1.426 4.577
H -1.251 -2.828 2.075
H -0.573 -1.211 2.036
H -4.176 -0.860 2.204
H -3.120 -1.767 1.174
H -2.770 -0.062 1.486
H -0.666 -3.574 5.465
H -1.968 -3.205 4.588
C 2.108 0.118 9.492
C 2.991 -0.069 8.276
C 3.030 1.170 7.383
O 1.886 1.471 6.624
C 1.597 0.491 5.665
N 4.355 -0.393 8.735
H 1.930 -0.805 10.046
H 1.149 0.556 9.216
H 2.614 0.753 10.229
H 2.625 -0.938 7.720
H 3.883 1.111 6.695
H 3.217 2.008 8.065
H 2.508 0.016 5.262
H 1.031 0.913 4.837
H 1.043 -0.355 6.095
H 5.003 -0.263 7.958
H 4.647 0.331 9.393
C -0.738 3.965 -1.598
C 0.597 3.905 -2.298
C 1.679 3.090 -1.597
O 2.829 3.025 -2.400
C 3.807 2.197 -1.821
N 0.436 3.461 -3.704
H -1.434 4.646 -2.079
H -0.710 4.138 -0.517
H -1.247 2.988 -1.594
H 1.070 4.900 -2.331
H 1.292 2.073 -1.419
H 1.942 3.482 -0.602
H 4.524 1.983 -2.613
H 3.454 1.238 -1.421
H 4.370 2.698 -1.020
H 0.043 2.519 -3.713
H 1.387 3.274 -4.034
C -3.225 6.768 3.720
C -2.343 5.597 4.109
C -2.010 4.713 2.914
O -1.241 3.597 3.338
C -1.242 2.589 2.351
N -1.051 6.123 4.688
H -3.336 7.488 4.524
H -4.221 6.354 3.524
H -2.872 7.242 2.802
H -2.736 5.032 4.957
H -1.449 5.271 2.153
H -2.961 4.342 2.506
H -0.656 1.805 2.840
H -0.700 2.869 1.445
H -2.223 2.145 2.170
H -0.559 6.688 4.000
H -0.470 5.297 4.828
C -1.807 -0.063 -1.520
C -0.387 -0.454 -1.933
C 0.495 -0.663 -0.721
O 0.437 0.387 0.230
C 1.494 0.332 1.161
N -0.374 -1.725 -2.649
H -1.784 0.866 -0.938
H -2.363 -0.838 -0.991
H -2.385 0.244 -2.400
H -0.044 0.395 -2.528
H 1.530 -0.765 -1.071
H 0.228 -1.589 -0.189
H 2.309 1.012 0.869
H 1.966 -0.657 1.127
H 1.180 0.530 2.186
H -0.872 -2.455 -2.144
H -0.875 -1.672 -3.560
C -1.611 -1.838 -7.747
C -0.988 -2.047 -6.367
C 0.410 -1.451 -6.329
O 1.234 -1.760 -7.423
C 1.610 -3.132 -7.465
N -1.811 -1.389 -5.320
H -2.638 -2.212 -7.803
H -1.014 -2.344 -8.505
H -1.722 -0.769 -7.950
H -0.950 -3.107 -6.094
H 0.930 -1.718 -5.400
H 0.360 -0.359 -6.278
H 0.825 -3.739 -7.940
H 1.756 -3.544 -6.459
H 2.516 -3.177 -8.065
H -2.142 -0.502 -5.696
H -2.665 -1.969 -5.286
C 3.303 -1.863 -3.775
C 4.623 -1.368 -3.238
O 5.034 -0.195 -3.904
O 2.313 -0.901 -3.431
H 3.011 -2.797 -3.279
H 3.404 -2.034 -4.853
H 5.415 -2.116 -3.333
H 4.565 -1.209 -2.152
H 4.289 0.418 -3.897
H 1.475 -1.380 -3.245
C -4.342 -3.502 -1.676
C -2.926 -3.924 -2.028
O -2.011 -3.615 -0.956
O -4.889 -4.217 -0.587
H -4.951 -3.704 -2.562
H -4.386 -2.429 -1.469
H -2.631 -3.444 -2.970
H -2.844 -4.984 -2.305
H -2.040 -4.350 -0.335
H -4.283 -4.141 0.158
C 5.022 2.659 2.416
C 4.210 2.428 3.673
O 4.985 2.275 4.855
O 5.801 1.529 2.050
H 5.695 3.503 2.621
H 4.338 2.896 1.603
H 3.567 1.563 3.480
H 3.503 3.256 3.822
H 5.152 3.155 5.204
H 6.369 1.319 2.804
C -4.521 2.122 -4.750
C -4.940 2.536 -6.146
O -6.353 2.412 -6.290
O -4.583 0.708 -4.590
H -5.081 2.648 -3.968
H -3.501 2.435 -4.551
H -4.442 1.914 -6.884
H -4.651 3.588 -6.247
H -6.757 3.223 -5.973
H -5.489 0.499 -4.316
C -6.541 -2.462 -4.176
C -5.785 -2.563 -5.481
O -4.440 -3.004 -5.261
O -6.044 -1.363 -3.409
H -6.305 -3.375 -3.614
H -7.617 -2.350 -4.270
H -5.761 -1.673 -6.107
H -6.261 -3.303 -6.142
H -4.458 -3.940 -5.045
H -5.106 -1.277 -3.638
C 5.071 -1.684 0.730
C 6.375 -2.323 1.149
O 7.381 -1.338 1.277
O 4.472 -0.966 1.801
H 4.359 -2.418 0.357
H 5.338 -0.985 -0.076
H 6.653 -2.999 0.321
H 6.214 -2.970 2.019
H 8.209 -1.780 1.485
H 5.034 -0.172 1.882

- LUMO level (eV) = 0.174
- gap between HOMO and LUMO (eV) = 9.255
- multiplicity = 1
- energy above the lowest of the compared OMol25 structures with the same formula, charge and spin (kJ/mol) = 0.0
- energy (hartree) = -3693.41474